Entry 1:
The following is a DFT calculation (wB97M-V/def2-TZVPD) of a 9-piece molecular cluster, H18O9 overall in a non-equilibrium geometry.

Geometry as XYZ:
```
27
Properties=species:S:1:pos:R:3:mulliken_charge:R:1
O -0.221 -3.721 -1.397 -0.621
H -1.113 -3.432 -1.545 0.292
H -0.092 -4.592 -1.043 0.304
O -0.858 3.081 0.919 -0.585
H -0.677 3.701 1.636 0.271
H -1.415 3.627 0.341 0.307
O -1.336 -2.192 3.258 -0.652
H -1.077 -2.574 2.420 0.354
H -2.281 -2.194 3.373 0.301
O -0.915 -1.496 0.717 -0.674
H 0.016 -1.487 0.530 0.340
H -1.216 -0.823 1.313 0.354
O -0.324 3.200 -2.336 -0.606
H 0.022 3.453 -1.492 0.313
H 0.209 2.794 -3.009 0.280
O -2.834 0.832 -0.010 -0.588
H -3.295 0.406 -0.750 0.303
H -2.157 1.293 -0.518 0.294
O 2.042 -2.026 -0.506 -0.588
H 1.562 -2.767 -0.869 0.321
H 2.825 -2.373 -0.049 0.291
O 3.031 1.706 1.656 -0.641
H 3.604 1.697 0.868 0.317
H 2.198 1.775 1.148 0.315
O 1.315 1.084 -1.437 -0.546
H 1.077 0.226 -1.070 0.266
H 1.911 0.803 -2.147 0.279
```

Computed properties:
Structure (SMILES) ... O.O.O.O.O.O.O.O.O
LUMO ... 0.255 eV
Charge ... 0

Entry 2:
The following is a DFT calculation (wB97M-V/def2-TZVPD) of a 9-piece molecular cluster, H18O9 overall in a non-equilibrium geometry.

Geometry as XYZ:
```
27
Properties=species:S:1:pos:R:3:mulliken_charge:R:1
O 0.786 -1.414 0.274 -0.602
H 0.322 -2.251 0.163 0.368
H 0.086 -0.752 0.245 0.220
O 0.463 2.821 0.932 -0.627
H -0.382 2.474 0.624 0.341
H 0.219 3.520 1.549 0.291
O -1.452 2.573 -1.909 -0.628
H -1.936 3.210 -2.447 0.288
H -0.532 2.848 -1.990 0.335
O 2.987 1.148 -3.773 -0.642
H 3.790 0.799 -3.369 0.314
H 2.274 0.729 -3.277 0.339
O 2.767 -2.561 -1.534 -0.566
H 3.595 -3.035 -1.669 0.293
H 2.507 -2.793 -0.636 0.284
O 0.701 -0.466 -1.958 -0.568
H 0.185 0.321 -1.749 0.288
H 0.817 -0.423 -2.914 0.293
O -2.151 1.632 2.876 -0.621
H -2.612 1.524 3.715 0.322
H -1.275 1.947 3.129 0.309
O -0.495 -3.101 1.532 -0.621
H -1.305 -3.252 2.033 0.296
H -0.219 -3.984 1.261 0.303
O -3.490 -0.548 3.476 -0.648
H -3.907 -0.810 2.648 0.309
H -2.557 -0.752 3.345 0.330
```

Computed properties:
Structure (SMILES) ... O.O.O.O.O.O.O.O.O
LUMO ... 0.214 eV
Charge ... 0

Entry 3:
The following is a DFT calculation (wB97M-V/def2-TZVPD) of a 9-piece molecular cluster, H18O9 overall in a non-equilibrium geometry.

Geometry as XYZ:
```
27
Properties=species:S:1:pos:R:3:mulliken_charge:R:1
O 29.816 34.111 42.564 -0.666
H 28.920 34.367 42.874 0.307
H 29.888 33.357 43.076 0.380
O 29.529 31.882 44.372 -0.698
H 30.105 32.159 45.124 0.315
H 29.766 31.066 44.011 0.322
O 31.005 29.222 44.038 -0.591
H 31.813 29.605 43.490 0.407
H 30.907 28.538 43.603 0.207
O 29.587 29.861 38.846 -0.627
H 30.110 30.247 39.563 0.444
H 30.005 29.086 38.471 0.281
O 31.513 33.537 40.399 -0.800
H 30.827 33.837 40.925 0.342
H 31.778 34.436 39.839 0.338
O 28.033 29.656 42.334 -0.617
H 28.770 30.167 42.025 0.296
H 27.620 29.956 43.107 0.305
O 32.967 29.832 42.254 -0.734
H 33.677 30.376 42.712 0.329
H 33.296 29.416 41.399 0.311
O 34.021 33.277 41.523 -0.646
H 33.072 33.432 41.359 0.441
H 34.489 33.720 40.835 0.272
O 30.569 31.003 41.206 -0.752
H 30.782 31.943 40.844 0.470
H 31.468 30.659 41.265 0.361
```

Computed properties:
Structure (SMILES) ... O.O.O.O.O.O.O.O.O
LUMO ... -0.041 eV
Charge ... 0

Entry 4:
The following is a DFT calculation (wB97M-V/def2-TZVPD) of a 9-piece molecular cluster, H18O9 overall.

Geometry as XYZ:
```
27
Properties=species:S:1:pos:R:3:mulliken_charge:R:1
O 5.751 6.346 -9.274 -0.624
H 6.541 5.918 -9.619 0.340
H 5.778 7.243 -9.616 0.304
O 7.740 3.686 -11.836 -0.739
H 8.583 4.126 -12.038 0.373
H 7.628 3.820 -10.879 0.372
O 10.202 5.034 -11.837 -0.701
H 10.484 5.615 -12.554 0.318
H 10.763 4.255 -11.924 0.311
O 5.179 1.648 -9.831 -0.634
H 5.748 1.637 -10.608 0.321
H 5.617 1.076 -9.195 0.306
O 8.846 0.837 -12.121 -0.621
H 9.085 0.545 -13.004 0.299
H 8.637 1.775 -12.209 0.368
O 7.894 4.000 -9.071 -0.605
H 7.474 3.653 -8.279 0.279
H 8.696 4.439 -8.770 0.277
O 10.389 6.412 -14.303 -0.693
H 9.446 6.251 -14.173 0.339
H 10.421 7.168 -14.897 0.305
O 10.499 3.274 -14.230 -0.575
H 10.608 4.143 -14.635 0.311
H 9.947 2.782 -14.843 0.293
O 5.225 3.658 -13.069 -0.626
H 6.102 3.848 -12.689 0.420
H 5.334 3.750 -14.018 0.284
```

Computed properties:
Structure (SMILES) ... O.O.O.O.O.O.O.O.O
LUMO ... -0.162 eV
Charge ... 0

- charge of number 1 (H18O9)?
  0

Repeat the second record exactly.
The following is a DFT calculation (wB97M-V/def2-TZVPD) of a 9-piece molecular cluster, H18O9 overall in a non-equilibrium geometry.

Geometry as XYZ:
```
27
Properties=species:S:1:pos:R:3:mulliken_charge:R:1
O 0.786 -1.414 0.274 -0.602
H 0.322 -2.251 0.163 0.368
H 0.086 -0.752 0.245 0.220
O 0.463 2.821 0.932 -0.627
H -0.382 2.474 0.624 0.341
H 0.219 3.520 1.549 0.291
O -1.452 2.573 -1.909 -0.628
H -1.936 3.210 -2.447 0.288
H -0.532 2.848 -1.990 0.335
O 2.987 1.148 -3.773 -0.642
H 3.790 0.799 -3.369 0.314
H 2.274 0.729 -3.277 0.339
O 2.767 -2.561 -1.534 -0.566
H 3.595 -3.035 -1.669 0.293
H 2.507 -2.793 -0.636 0.284
O 0.701 -0.466 -1.958 -0.568
H 0.185 0.321 -1.749 0.288
H 0.817 -0.423 -2.914 0.293
O -2.151 1.632 2.876 -0.621
H -2.612 1.524 3.715 0.322
H -1.275 1.947 3.129 0.309
O -0.495 -3.101 1.532 -0.621
H -1.305 -3.252 2.033 0.296
H -0.219 -3.984 1.261 0.303
O -3.490 -0.548 3.476 -0.648
H -3.907 -0.810 2.648 0.309
H -2.557 -0.752 3.345 0.330
```

Computed properties:
Structure (SMILES) ... O.O.O.O.O.O.O.O.O
LUMO ... 0.214 eV
Charge ... 0

- Number 1 is which compound?
  H18O9